Entry from OMol25: a molecular structure, C23H27BCrF4NO2 in a non-equilibrium geometry (ωB97M-V/def2-TZVPD).

Last column: Löwdin spin population.
Positions of all 59 atoms, in Å:
Cr (0.111, 0.189, -0.427)  3.7344
C (0.052, 3.158, 0.713)  0.0042
O (-0.323, 1.808, 0.977)  0.0220
C (-0.030, 1.427, 2.319)  0.0026
C (-0.330, -0.050, 2.442)  0.0074
O (0.478, -0.797, 1.547)  0.0207
C (1.747, -1.197, 2.055)  0.0033
H (-0.491, 3.827, 1.388)  0.0003
H (-0.218, 3.367, -0.317)  0.0005
H (1.125, 3.300, 0.845)  0.0003
H (-0.653, 2.004, 3.013)  -0.0001
H (1.021, 1.617, 2.541)  0.0002
H (-1.366, -0.242, 2.145)  0.0025
H (-0.183, -0.379, 3.474)  0.0004
H (1.603, -1.841, 2.928)  0.0003
H (2.373, -0.344, 2.316)  0.0003
H (2.230, -1.759, 1.259)  0.0002
C (-0.436, -5.128, 0.456)  0.0064
C (-1.302, -4.041, 0.480)  0.0012
C (-0.977, -2.859, -0.158)  0.0109
C (0.246, -2.699, -0.841)  0.0058
C (1.103, -3.822, -0.867)  0.0040
C (0.767, -5.001, -0.228)  0.0006
N (0.583, -1.479, -1.399)  0.0146
C (1.353, -1.464, -2.559)  0.0068
C (2.346, -0.489, -2.740)  0.0081
C (3.079, -0.430, -3.912)  0.0008
C (2.848, -1.330, -4.946)  0.0033
C (1.858, -2.291, -4.789)  0.0005
C (1.125, -2.361, -3.617)  0.0028
H (-0.690, -6.057, 0.951)  0.0005
H (-2.250, -4.127, 0.999)  -0.0001
H (-1.676, -2.029, -0.165)  0.0044
H (2.055, -3.741, -1.377)  0.0002
H (1.460, -5.835, -0.254)  -0.0002
H (2.538, 0.213, -1.937)  0.0032
H (3.851, 0.323, -4.021)  0.0000
H (3.434, -1.279, -5.855)  0.0003
H (1.649, -2.986, -5.595)  -0.0001
H (0.347, -3.108, -3.503)  0.0001
F (3.853, 2.767, -0.014)  0.0005
B (3.496, 1.698, 0.799)  0.0027
F (4.495, 0.736, 0.883)  0.0005
F (3.163, 2.163, 2.098)  0.0004
F (2.305, 1.079, 0.247)  0.0338
C (-0.647, 1.174, -2.080)  -0.0264
C (-1.917, 0.586, -1.666)  0.0085
C (-2.847, 1.290, -0.859)  0.0345
C (-4.089, 0.771, -0.544)  0.0004
C (-4.494, -0.464, -1.036)  0.0324
C (-3.620, -1.159, -1.870)  0.0009
C (-2.383, -0.645, -2.194)  0.0313
H (-0.668, 2.265, -2.073)  0.0004
H (-0.310, 0.828, -3.055)  0.0023
H (-2.570, 2.271, -0.490)  0.0020
H (-4.774, 1.345, 0.072)  -0.0010
H (-5.479, -0.855, -0.816)  0.0025
H (-3.929, -2.114, -2.282)  -0.0008
H (-1.728, -1.195, -2.861)  0.0013

Net charge = -1
Spin multiplicity = 5
Expectation value of S² = 6.0294
Orbital gap (alpha / beta) = 6.41 / 6.82 eV
Lowest unoccupied orbital energy (alpha / beta) = 2.64 / 2.63 eV

---

Entry from OMol25: 2 unconnected molecules or ions with the total composition C4H5Cl2NO in a non-equilibrium geometry (ωB97M-V/def2-TZVPD).

Last column: Löwdin charge in e.
Positions of all 13 atoms, in Å:
C (-0.803, 1.389, 0.722)  -0.3735
C (-0.559, -1.699, -0.359)  -0.1447
C (0.271, -0.810, -1.312)  -0.7889
C (0.315, -0.633, 0.171)  -0.6461
N (0.273, 2.018, 1.102)  0.1469
O (-1.933, 1.470, 0.567)  0.1809
Cl (-0.145, 0.396, -2.435)  0.6487
Cl (1.923, -0.794, 1.065)  0.5059
H (-1.585, -1.586, -0.044)  0.0910
H (-0.185, -2.791, -0.403)  0.1330
H (1.031, -1.269, -1.807)  0.0342
H (1.156, 1.485, 0.959)  0.0562
H (0.239, 2.823, 1.774)  0.1565

Spin multiplicity = 1
Orbital gap = 8.83 eV
Lowest unoccupied orbital energy = 0.22 eV

---

Entry from OMol25: 2 unconnected molecules or ions with the total composition C3H11NOS2 in a non-equilibrium geometry (ωB97M-V/def2-TZVPD).

Last column: Löwdin charge in e.
Positions of all 18 atoms, in Å:
C (2.511, -0.478, -0.429)  -0.1171
N (1.048, -1.011, -0.312)  -0.1190
C (0.061, 0.025, -0.899)  -0.3930
C (-1.287, -0.528, -1.103)  -0.5490
S (-2.138, -0.706, 0.548)  0.4182
S (-3.661, 0.695, 0.525)  0.2954
H (2.907, -0.301, -1.520)  0.0989
H (3.101, -1.253, -0.038)  0.0324
H (2.607, 0.522, 0.075)  0.0730
H (0.760, -1.122, 0.700)  0.0781
H (0.258, 1.047, -0.483)  0.1111
H (0.468, 0.224, -1.958)  0.1218
H (-1.159, -1.478, -1.849)  0.1387
H (-1.939, 0.077, -1.832)  0.0862
H (-3.067, 1.901, 0.757)  -0.1844
O (0.190, 0.645, 2.394)  -0.1295
H (0.143, 1.222, 3.188)  0.0465
H (-0.804, 0.518, 2.238)  -0.0083

Spin multiplicity = 1
Orbital gap = 9.26 eV
Lowest unoccupied orbital energy = 0.32 eV
Structure (SMILES) = CNCCSS.O

---

Entry from OMol25: 3 unconnected molecules or ions with the total composition C24H44BF3NO3Si in a non-equilibrium geometry (ωB97M-V/def2-TZVPD).

Last column: Löwdin charge in e.
Positions of all 77 atoms, in Å:
C (3.970, 4.370, -0.656)  -0.0569
C (4.381, 2.917, -0.671)  -0.2306
C (5.727, 2.617, -0.889)  -0.0663
C (6.155, 1.293, -0.879)  -0.1052
C (5.230, 0.280, -0.677)  -0.0821
C (3.888, 0.575, -0.460)  -0.0367
C (3.437, 1.892, -0.454)  -0.2203
C (1.995, 2.249, -0.181)  -0.1944
Si (0.704, 0.901, -0.499)  0.8996
B (-1.116, 1.745, -0.287)  -0.5753
O (-2.096, 1.183, 0.469)  0.1312
N (-1.369, 3.030, -0.987)  -0.1632
C (-1.112, 4.158, -0.097)  -0.1070
C (-2.757, 3.047, -1.496)  -0.0978
C (0.729, -0.543, 0.751)  -0.7835
O (1.637, -0.624, 1.607)  -0.0967
O (-0.270, -1.287, 0.627)  -0.0885
C (0.745, 0.280, -2.352)  -0.6137
F (0.675, -1.048, -2.493)  0.0953
F (1.845, 0.690, -3.034)  0.0696
F (-0.301, 0.791, -3.065)  0.0534
H (3.123, 4.563, -1.310)  0.0702
H (3.690, 4.645, 0.361)  0.0840
H (4.787, 5.002, -0.991)  0.0657
H (6.418, 3.434, -1.035)  0.0946
H (7.204, 1.091, -1.045)  0.0892
H (5.565, -0.748, -0.688)  0.0954
H (3.192, -0.231, -0.269)  0.0904
H (1.876, 2.536, 0.866)  0.0987
H (1.705, 3.105, -0.788)  0.0652
H (-1.725, 0.503, 1.050)  0.0837
H (-0.369, 3.931, 0.666)  0.0765
H (-0.732, 5.003, -0.680)  0.0795
H (-2.020, 4.510, 0.406)  0.0810
H (-2.840, 3.816, -2.263)  0.0840
H (-2.972, 2.070, -1.917)  0.0752
H (-3.440, 3.253, -0.667)  0.0750
C (-5.759, -0.848, -0.796)  -0.1010
C (-6.002, -0.117, -2.113)  -0.2636
C (-6.201, 1.387, -1.943)  -0.2248
C (-7.417, 1.792, -1.108)  -0.2276
C (-8.757, 1.270, -1.623)  -0.2738
C (-9.116, 1.786, -3.013)  -0.1168
H (-6.616, -0.765, -0.124)  0.0633
H (-5.581, -1.909, -0.972)  0.0701
H (-4.883, -0.444, -0.285)  0.0750
H (-6.861, -0.559, -2.628)  0.0947
H (-5.140, -0.278, -2.766)  0.1055
H (-6.269, 1.849, -2.933)  0.1032
H (-5.306, 1.807, -1.478)  0.0874
H (-7.456, 2.886, -1.061)  0.1081
H (-7.278, 1.454, -0.077)  0.1018
H (-9.539, 1.577, -0.922)  0.1007
H (-8.762, 0.177, -1.625)  0.0970
H (-9.151, 2.878, -3.025)  0.0722
H (-10.096, 1.417, -3.320)  0.0649
H (-8.394, 1.461, -3.763)  0.0641
C (5.971, -6.166, 4.066)  -0.1205
C (5.666, -5.577, 2.692)  -0.2753
C (5.468, -4.063, 2.709)  -0.2325
C (4.290, -3.574, 3.553)  -0.2285
C (2.932, -4.152, 3.160)  -0.2672
C (2.508, -3.782, 1.742)  -0.1022
H (5.147, -6.009, 4.763)  0.0628
H (6.142, -7.243, 3.996)  0.0629
H (6.869, -5.713, 4.493)  0.0701
H (4.785, -6.068, 2.271)  0.0971
H (6.497, -5.810, 2.019)  0.0995
H (5.348, -3.711, 1.681)  0.0991
H (6.384, -3.591, 3.083)  0.1053
H (4.242, -2.484, 3.481)  0.1131
H (4.481, -3.797, 4.609)  0.0957
H (2.182, -3.770, 3.857)  0.1047
H (2.933, -5.242, 3.279)  0.0913
H (2.464, -2.698, 1.625)  0.0478
H (1.516, -4.178, 1.522)  0.0736
H (3.199, -4.189, 0.997)  0.0632

Net charge = -1
Spin multiplicity = 1
Orbital gap = 7.23 eV
Lowest unoccupied orbital energy = 2.63 eV

---

Entry from OMol25: C4H8ClN in the gas phase in a non-equilibrium geometry (ωB97M-V/def2-TZVPD).

Last column: Löwdin charge in e.
Positions of all 14 atoms, in Å:
C (-1.262, 1.599, 0.137)  -0.1643
C (-0.439, 0.453, -0.557)  -0.6562
Cl (-1.297, -1.070, 0.160)  0.4817
C (0.994, 0.616, -0.268)  -0.4744
C (1.774, -0.753, -0.424)  -0.1191
N (1.939, 0.331, 0.766)  -0.0096
H (-2.380, 1.755, -0.294)  0.1168
H (-0.702, 2.518, -0.270)  0.0788
H (-1.043, 1.371, 1.274)  0.1040
H (-0.580, 0.086, -1.639)  0.1195
H (1.242, 1.419, -0.901)  0.1174
H (1.334, -1.844, -0.193)  0.1033
H (2.615, -0.846, -1.250)  0.1069
H (1.584, -0.076, 1.866)  0.1954

Spin multiplicity = 1
Orbital gap = 10.47 eV
Lowest unoccupied orbital energy = 0.90 eV
Structure (SMILES) = C[C@H](Cl)[C@@H]1CN1

---

Entry from OMol25: a molecular structure, C35H35CrF5N2O6PS4 in a non-equilibrium geometry (ωB97M-V/def2-TZVPD).

Last column: Löwdin spin population.
Positions of all 89 atoms, in Å:
Cr (0.056, -0.061, 0.371)  1.0044
F (5.893, -5.017, 1.638)  0.0012
C (4.725, -4.351, 1.586)  0.0044
C (4.657, -3.076, 1.054)  -0.0004
F (5.777, -2.518, 0.568)  -0.0005
C (3.460, -2.392, 1.032)  0.0036
F (3.449, -1.162, 0.522)  0.0011
C (2.255, -2.934, 1.518)  0.0026
S (0.758, -2.107, 1.632)  0.0006
C (2.368, -4.251, 2.006)  0.0034
F (1.275, -4.885, 2.453)  0.0003
C (3.563, -4.934, 2.059)  -0.0003
F (3.616, -6.177, 2.568)  -0.0004
O (0.595, 1.688, 4.367)  0.0000
S (-0.197, 0.842, 3.496)  0.0015
O (-0.300, -0.528, 3.917)  0.0003
O (0.163, 1.101, 2.073)  0.0084
C (-1.898, 1.398, 3.731)  -0.0002
C (-2.115, 2.300, 4.767)  0.0001
C (-3.401, 2.609, 5.173)  0.0000
C (-4.489, 2.022, 4.541)  0.0001
C (-4.280, 1.130, 3.505)  -0.0001
C (-2.988, 0.805, 3.100)  -0.0002
S (-3.013, -0.332, 1.695)  0.0005
O (-3.716, 0.429, 0.681)  0.0005
O (-3.745, -1.486, 2.170)  -0.0002
O (-1.639, -0.683, 1.289)  0.0019
H (-1.245, 2.724, 5.248)  0.0000
H (-3.556, 3.297, 5.996)  0.0000
H (-5.499, 2.256, 4.857)  0.0000
H (-5.101, 0.657, 2.983)  0.0000
C (2.105, -1.054, -2.697)  -0.0008
C (0.821, -1.870, -2.862)  -0.0068
C (0.161, -1.633, -4.217)  -0.0013
P (-0.364, -1.609, -1.415)  -0.0147
C (-0.782, -3.406, -1.045)  0.0005
C (-0.878, -4.385, -2.220)  -0.0002
C (-2.039, -3.519, -0.184)  0.0000
C (-1.862, -0.810, -2.038)  -0.0037
C (-2.879, -1.435, -2.759)  0.0004
C (-4.012, -0.762, -3.177)  -0.0031
C (-5.127, -1.463, -3.911)  -0.0006
C (-4.096, 0.601, -2.878)  0.0006
C (-3.106, 1.245, -2.178)  -0.0033
C (-1.977, 0.554, -1.679)  -0.0004
N (-1.034, 1.177, -0.903)  -0.0212
C (-0.838, 2.569, -1.133)  0.0017
C (-1.148, 3.600, -0.222)  -0.0018
C (-1.859, 3.327, 1.061)  -0.0003
C (-0.837, 4.919, -0.540)  0.0003
C (-0.246, 5.279, -1.739)  -0.0015
C (0.094, 6.712, -2.055)  -0.0003
C (0.003, 4.270, -2.656)  0.0005
C (-0.291, 2.945, -2.379)  -0.0013
C (0.008, 1.901, -3.418)  -0.0002
H (2.806, -1.299, -3.501)  0.0000
H (2.585, -1.282, -1.745)  -0.0002
H (1.927, 0.019, -2.714)  0.0000
H (1.125, -2.915, -2.796)  -0.0002
H (-0.262, -0.630, -4.273)  -0.0001
H (-0.647, -2.345, -4.393)  0.0000
H (0.898, -1.744, -5.018)  -0.0004
H (0.066, -3.707, -0.425)  -0.0001
H (-1.638, -4.092, -2.946)  0.0000
H (-1.164, -5.363, -1.826)  0.0001
H (0.066, -4.512, -2.750)  0.0000
H (-2.944, -3.408, -0.785)  0.0000
H (-2.067, -2.762, 0.589)  0.0000
H (-2.065, -4.493, 0.311)  0.0000
H (-2.787, -2.488, -2.999)  0.0001
H (-4.880, -2.512, -4.079)  0.0000
H (-5.324, -0.993, -4.879)  -0.0001
H (-6.053, -1.421, -3.332)  -0.0002
H (-4.975, 1.160, -3.184)  0.0001
H (-3.209, 2.296, -1.938)  -0.0001
H (-2.640, 2.588, 0.908)  0.0000
H (-2.295, 4.244, 1.465)  0.0000
H (-1.164, 2.927, 1.789)  -0.0002
H (-1.086, 5.694, 0.180)  0.0000
H (0.201, 7.294, -1.139)  0.0000
H (-0.686, 7.179, -2.664)  -0.0001
H (1.029, 6.770, -2.614)  0.0000
H (0.450, 4.519, -3.615)  0.0001
H (0.605, 2.322, -4.228)  0.0000
H (-0.913, 1.489, -3.837)  -0.0001
H (0.555, 1.082, -2.954)  0.0000
S (3.653, 2.529, -0.904)  0.0178
C (2.475, 1.522, -0.486)  0.0131
N (1.622, 0.755, -0.247)  -0.0046

Net charge = -2
Spin multiplicity = 2
Expectation value of S² = 0.8067
Orbital gap (alpha / beta) = 6.58 / 6.64 eV
Lowest unoccupied orbital energy (alpha / beta) = 4.20 / 4.20 eV

---

Entry from OMol25: a molecular structure, C17H20BN10OPbS (ωB97M-V/def2-TZVPD).

Last column: Löwdin charge in e.
Positions of all 51 atoms, in Å:
Pb (-0.207, -0.437, -0.093)  1.4746
C (-3.858, -0.109, -3.003)  -0.0432
C (-2.822, -0.835, -2.417)  -0.1398
N (-2.253, -0.130, -1.442)  -0.1031
N (-2.903, 1.056, -1.382)  -0.0372
C (-3.871, 1.085, -2.309)  -0.0601
B (-2.537, 2.157, -0.358)  -0.5146
N (-1.107, 2.696, -0.661)  -0.0264
C (-0.768, 3.938, -1.031)  -0.0547
C (0.607, 4.006, -1.161)  -0.0417
C (1.044, 2.724, -0.840)  -0.1608
N (0.007, 1.942, -0.539)  -0.0969
N (-2.573, 1.603, 1.083)  -0.0344
C (-3.360, 2.006, 2.093)  -0.0579
C (-3.019, 1.302, 3.230)  -0.0433
C (-1.984, 0.464, 2.816)  -0.1408
N (-1.720, 0.652, 1.525)  -0.1004
H (-4.506, -0.410, -3.806)  0.1013
H (-2.471, -1.830, -2.645)  0.1133
H (-4.507, 1.949, -2.412)  0.1277
H (-3.318, 3.059, -0.458)  0.1235
H (-1.524, 4.690, -1.181)  0.1297
H (1.200, 4.858, -1.442)  0.1020
H (2.048, 2.328, -0.814)  0.1097
H (-4.110, 2.763, 1.935)  0.1282
H (-3.454, 1.384, 4.210)  0.1008
H (-1.424, -0.264, 3.382)  0.1097
C (2.057, -4.899, 2.519)  0.0036
N (2.286, -3.460, 2.637)  -0.0415
C (3.182, -2.944, 3.508)  -0.0329
C (3.385, -1.614, 3.617)  0.0021
C (2.594, -0.780, 2.773)  -0.3792
N (1.712, -1.274, 1.920)  0.0911
C (1.532, -2.621, 1.812)  -0.5498
O (0.745, -3.113, 1.010)  -0.0512
N (2.727, 0.557, 2.835)  0.1765
H (2.749, -5.416, 3.178)  0.0932
H (2.215, -5.215, 1.491)  0.0989
H (1.032, -5.137, 2.796)  0.1030
H (3.726, -3.659, 4.110)  0.1384
H (4.101, -1.211, 4.315)  0.1138
H (3.353, 0.984, 3.492)  0.1150
H (2.123, 1.146, 2.289)  0.1037
S (3.023, -0.575, -4.308)  1.0544
C (3.080, -1.989, -3.353)  -0.3824
C (2.293, -1.839, -2.260)  -0.2528
N (1.654, -0.625, -2.170)  -0.1332
C (1.953, 0.132, -3.189)  -0.4874
H (3.671, -2.843, -3.639)  0.0747
H (2.132, -2.580, -1.489)  0.1010
H (1.556, 1.127, -3.330)  0.0757

Net charge = +1
Spin multiplicity = 1
Orbital gap = 9.64 eV
Lowest unoccupied orbital energy = -2.06 eV

---

Entry from OMol25: a molecular structure, C2H3EuO3 in a non-equilibrium geometry (ωB97M-V/def2-TZVPD).

Last column: Löwdin spin population.
Positions of all 9 atoms, in Å:
O (-2.949, 0.217, 0.065)  -0.0097
C (-3.816, -0.639, 0.019)  0.0037
H (-4.877, -0.347, 0.065)  0.0000
H (-3.562, -1.707, -0.091)  0.0004
O (3.052, -0.342, 0.034)  -0.0019
C (1.807, -0.212, -0.033)  -0.0139
O (1.706, 1.193, -0.039)  -0.0120
Eu (-0.564, 0.461, -0.005)  7.0337
H (2.953, 1.185, 0.029)  -0.0002

Net charge = +1
Spin multiplicity = 8
Expectation value of S² = 15.7596
Orbital gap (alpha / beta) = 7.68 / 7.70 eV
Lowest unoccupied orbital energy (alpha / beta) = -5.01 / -4.98 eV

---

| no. | E (Ha) |
| --- | --- |
| 1 | -2566.9544 |
| 2 | -1205.6737 |
| 3 | -1047.2060 |
| 4 | -1835.4706 |
| 5 | -672.0087 |
| 6 | -5393.7275 |
| 7 | -1898.4702 |
| 8 | -1013.7083 |